DFT (ωB97M-V with the def2-TZVPD basis set) results for a 2-piece molecular cluster, C6H13NP overall in a non-equilibrium geometry.

Last column: Mulliken charge in e.
Cartesian coordinates (Å):
P1 -1.3012 -1.9597 0.2775  -0.026
N1 -0.1605 0.3984 0.8218  -0.308
C1 -1.0318 0.8345 -1.9412  -1.388
C2 0.9257 -0.5434 3.5296  -0.740
C3 0.0907 1.5034 -2.1130  0.303
C4 -0.3810 -0.7977 1.3339  0.810
C5 0.3750 -1.2263 2.5011  -0.221
C6 1.2926 0.6016 -2.3120  -0.948
H1 0.6941 0.8744 1.0387  0.235
H2 0.1200 2.6929 -2.2166  0.297
H3 -0.7566 0.9713 0.2047  0.302
H4 0.3924 -2.4087 2.6888  0.152
H5 1.2653 -1.0651 4.3054  0.322
H6 -2.4239 -1.3561 -0.2590  0.136
H7 -1.1238 -0.2436 -2.1250  0.370
H8 -1.9374 1.2874 -1.8188  0.469
H9 1.6927 0.9407 -3.2881  0.342
H10 2.0954 0.6415 -1.4087  0.186
H11 1.0873 -0.3872 -2.5187  0.345
H12 -1.8450 -2.9461 1.0881  0.109
H13 0.8281 0.5261 3.5268  0.251

Atomic forces in eV per Å
1.068 -0.692 -0.137
-0.333 0.345 0.733
0.258 -0.879 -0.831
-2.726 1.840 -4.671
0.625 0.694 -0.109
-0.234 1.122 -0.631
0.443 -3.959 1.210
2.636 3.507 0.764
0.340 0.261 0.588
0.162 -2.901 0.558
0.246 -1.165 -0.090
-0.127 2.669 -0.828
1.635 -1.735 3.085
-0.316 0.601 0.246
0.507 0.300 0.420
-2.464 1.450 0.200
0.844 0.015 0.759
-1.650 0.182 -2.366
-1.048 -2.191 0.138
-0.203 0.129 0.575
0.337 0.405 0.387

Results
2S+1   1
Net charge   +1
Energy above the lowest of the compared OMol25 structures with the same formula, charge and spin   218.6 kJ/mol
Calculated total energy   -17201.25113 eV
F_max   5.7 eV Å⁻¹
Gap between HOMO and LUMO   8.0 eV